No. 1
DFT (ωB97M-V with the def2-TZVPD basis set) results for a structure of composition C17H26GaN4 at a distorted geometry.

Output
Highest occupied orbital energy   -9.22 eV
Total charge   +1
Orbital gap   6.450 eV

XYZ file:
```
48
Properties=species:S:1:pos:R:3:nbo_charge:R:1
Ga -0.5570 0.8132 0.3416 1.54
N -0.0487 1.1018 2.5776 -0.86
C -0.6430 2.4033 2.9474 -0.24
C -0.1891 3.4221 1.9239 -0.23
N -0.6585 2.9726 0.5912 -0.88
H -0.4460 0.3473 3.1271 0.41
H 0.9503 1.1144 2.7667 0.39
H -0.3728 2.7209 3.9530 0.22
H -1.7292 2.3058 2.9067 0.22
H 0.9026 3.4581 1.9125 0.20
H -0.5582 4.4141 2.1760 0.22
H -0.2425 3.5252 -0.1507 0.40
H -1.6670 3.0918 0.4972 0.43
N 5.5029 0.0406 -0.3056 -0.74
C 4.1770 0.2462 -0.2253 0.27
C 3.5942 1.4521 -0.6594 -0.31
C 2.2489 1.6393 -0.5099 0.10
N 1.4325 0.7202 0.0382 -0.66
C 1.9801 -0.4605 0.4079 0.08
C 3.3141 -0.7320 0.3021 -0.29
H 6.1118 0.7296 -0.7094 0.41
H 5.9127 -0.8224 0.0035 0.41
H 4.1991 2.2268 -1.1118 0.24
H 1.7912 2.5634 -0.8367 0.21
H 1.2973 -1.2038 0.8018 0.24
H 3.6958 -1.6958 0.6143 0.24
C -2.3820 -2.0558 1.1075 -0.61
C -2.5448 -1.1860 -0.1417 -0.14
C -4.0029 -1.3565 -0.6318 -0.59
C -2.3657 0.3248 0.1322 -1.09
C -1.5829 -1.5952 -1.2541 -0.02
C -0.7469 -2.7058 -1.1582 -0.24
C 0.1583 -3.0152 -2.1736 -0.21
C 0.2314 -2.2306 -3.3119 -0.23
C -0.6129 -1.1301 -3.4325 -0.23
C -1.5027 -0.8153 -2.4152 -0.17
H -3.0657 -1.7068 1.8841 0.21
H -1.3605 -1.9898 1.4955 0.18
H -2.6096 -3.1093 0.9145 0.21
H -4.6976 -1.0271 0.1433 0.21
H -4.2130 -2.4066 -0.8574 0.21
H -4.1821 -0.7667 -1.5292 0.22
H -2.7126 0.5669 1.1555 0.18
H -0.7968 -3.3572 -0.2953 0.22
H 0.8047 -3.8780 -2.0671 0.21
H 0.9263 -2.4783 -4.1045 0.22
H -0.5827 -0.5178 -4.3260 0.22
H -2.1579 0.0419 -2.5141 0.23
```

No. 2
DFT (ωB97M-V with the def2-TZVPD basis set) results for a structure of composition C4H6N2S2 at a distorted geometry.

Output
Energy relative to the best compared isomer or geometry (same formula, charge and spin)   122.9 kcal per mole
Highest occupied orbital energy   -8.64 eV
Total charge   0
Orbital gap   7.932 eV

XYZ file:
```
14
Properties=species:S:1:pos:R:3:nbo_charge:R:1
C 0.9917 0.2655 -1.2959 -0.50
C 0.1284 1.9167 0.6086 -0.13
C -0.4863 -1.4887 -0.0756 -0.05
C -1.0802 -1.5627 1.3574 -0.36
H 0.2334 0.6024 -2.4054 0.22
H 1.7629 1.1595 -0.8091 0.23
H 1.6700 -0.5777 -1.8434 0.26
H -0.1745 2.6738 1.3959 0.19
H 0.7243 2.3148 -0.1696 0.17
H -0.4254 -1.1179 2.2851 0.24
N -0.0116 -0.1743 -0.2567 -0.30
N -0.4133 0.7855 0.6595 -0.21
S -0.4040 -2.6316 -1.0927 0.09
S -2.5154 -2.1655 1.6419 0.15
```

No. 3
DFT (ωB97M-V with the def2-TZVPD basis set) results for the ion C8H10FN4 with charge +1 at a distorted geometry.

Output
Energy relative to the best compared isomer or geometry (same formula, charge and spin)   3.6 kcal per mole
Highest occupied orbital energy   -12.26 eV
Structure (SMILES)   [NH2+]=CCC/N=N/c1ncccc1F
Total charge   +1
Orbital gap   7.444 eV

XYZ file:
```
23
Properties=species:S:1:pos:R:3:nbo_charge:R:1
N 3.1360 0.8339 -0.7967 -0.61
C 2.8756 0.6414 0.4611 0.35
C 2.5550 -0.7455 0.8665 -0.54
C 1.8372 -1.6921 -0.1108 -0.26
N 0.5093 -1.2079 -0.4327 -0.12
N 0.0801 -0.1572 0.1414 -0.18
C -1.3248 0.1711 0.0702 0.19
N -1.5281 1.4999 0.0557 -0.40
C -2.7672 1.9674 0.0917 0.05
C -3.8792 1.1185 -0.1242 -0.20
C -3.6048 -0.2017 -0.2601 -0.24
C -2.3416 -0.7750 -0.1926 0.39
F -2.0553 -2.0228 -0.2374 -0.26
H 3.4537 1.7574 -1.1192 0.44
H 2.9844 0.1227 -1.4414 0.42
H 2.6599 1.4271 1.1540 0.25
H 1.9372 -0.6239 1.8074 0.27
H 3.4657 -1.2715 1.0620 0.28
H 2.4533 -1.7924 -1.0017 0.21
H 1.6704 -2.6208 0.4368 0.27
H -2.9515 3.1014 0.0793 0.22
H -4.8567 1.4484 -0.0159 0.24
H -4.3087 -0.9786 -0.4933 0.24
```

No. 4
DFT (ωB97M-V with the def2-TZVPD basis set) results for a structure of composition C21H21NO5PReS3.

Output
Energy relative to the best compared isomer or geometry (same formula, charge and spin)   0.0 kcal per mole
Multiplicity   4
Highest occupied orbital energy (spin up / spin down)   -11.62 / -11.62 eV
Total charge   +1
Orbital gap (spin up / spin down)   5.716 / 6.871 eV

XYZ file:
```
53
Properties=species:S:1:pos:R:3:nbo_charge:R:1
Re -1.2825 0.3655 -0.6525 1.57
C -3.7219 -1.3798 6.0284 -0.64
C -3.3305 -1.5694 4.5925 0.06
C -4.2974 -1.7155 3.5990 -0.21
C -3.9393 -1.8939 2.2750 -0.12
C -2.5895 -1.9096 1.9469 -0.41
C -1.5993 -1.7775 2.9124 -0.16
C -1.9840 -1.6177 4.2311 -0.21
S -2.1315 -2.0935 0.2754 2.32
O -2.3902 -3.4010 -0.2047 -0.83
O -0.7249 -1.5350 0.1484 -0.92
N -2.7952 -0.8889 -0.5821 -0.92
C -4.1117 -0.4734 -1.0207 -0.35
C -3.9554 0.9793 -1.4988 0.77
O -4.8503 1.6241 -1.9323 -0.49
O -2.6845 1.4831 -1.3702 -0.71
H -4.7955 -1.2404 6.1350 0.23
H -3.2167 -0.5141 6.4570 0.23
H -3.4321 -2.2507 6.6184 0.24
H -5.3456 -1.6996 3.8678 0.23
H -4.7029 -2.0515 1.5242 0.22
H -0.5532 -1.8080 2.6370 0.25
H -1.2237 -1.5300 4.9971 0.23
H -4.8522 -0.4933 -0.2206 0.24
H -4.4679 -1.0863 -1.8491 0.26
O -1.5551 1.2956 1.6691 -0.94
H -0.7071 1.3393 2.1332 0.51
H -1.8828 2.2050 1.6321 0.51
S 2.1769 -0.5363 0.6901 -0.50
P 2.2224 0.6209 -0.8441 1.19
S 0.4055 1.8190 -0.9785 -0.24
C 2.2277 -0.1743 -2.4585 -0.48
C 2.4493 -1.5462 -2.5283 -0.18
C 2.5446 -2.1628 -3.7685 -0.19
C 2.4148 -1.4128 -4.9269 -0.17
C 2.1823 -0.0432 -4.8563 -0.22
C 2.0942 0.5792 -3.6252 -0.13
C 3.5192 1.8678 -0.8879 -0.35
C 3.3192 3.2406 -0.8262 -0.21
C 4.4093 4.0989 -0.8738 -0.20
C 5.6921 3.5889 -0.9859 -0.17
C 5.8957 2.2153 -1.0471 -0.19
C 4.8151 1.3542 -0.9976 -0.20
H 2.5415 -2.1202 -1.6149 0.24
H 2.7198 -3.2285 -3.8258 0.23
H 2.4991 -1.8941 -5.8922 0.23
H 2.0768 0.5371 -5.7628 0.23
H 1.9292 1.6496 -3.5750 0.22
H 2.3242 3.6567 -0.7428 0.22
H 4.2521 5.1679 -0.8271 0.23
H 6.5391 4.2607 -1.0233 0.23
H 6.8968 1.8154 -1.1333 0.23
H 4.9764 0.2831 -1.0372 0.23
```

No. 5
DFT (ωB97M-V with the def2-TZVPD basis set) results for a structure of composition C30H59GeHfN5PSi3 at a distorted geometry.

Output
Energy relative to the best compared isomer or geometry (same formula, charge and spin)   0.0 kcal per mole
Multiplicity   2
Highest occupied orbital energy (spin up / spin down)   -18.17 / -18.20 eV
Total charge   +4
Orbital gap (spin up / spin down)   6.196 / 5.524 eV

XYZ file:
```
100
Properties=species:S:1:pos:R:3:lowdin_spin:R:1
Hf 0.7432 0.3593 0.9565 0.09
C 0.3617 -6.1098 2.0356 0.00
N 0.8902 -5.1260 1.0218 0.00
C 2.4118 -5.0360 1.0189 0.00
C 0.3586 -3.6601 1.0122 0.00
C 0.5186 -2.8335 2.2777 0.00
C 0.1608 -3.3839 3.4752 0.00
C 0.3268 -2.6706 4.6618 0.00
C 0.7463 -1.3465 4.6144 0.00
C 0.9229 -0.7581 3.3491 0.00
C 0.8415 -1.4574 2.1243 0.00
H 0.5710 -7.1027 1.6331 0.00
H -0.7229 -5.9184 2.1828 0.00
H 0.8557 -5.9624 2.9791 0.00
H 0.6341 -5.5291 0.1231 0.00
H 2.7911 -6.0002 0.6634 0.00
H 2.7951 -4.8639 2.0179 0.00
H 2.6910 -4.2559 0.3139 0.00
H -0.7171 -3.7424 0.8088 0.00
H 0.8898 -3.1895 0.1743 0.00
H -0.3060 -4.3643 3.5618 0.00
H 0.1223 -3.1558 5.5927 0.00
H 0.7938 -0.7296 5.5073 0.00
H 1.0550 0.3350 3.3683 0.00
C 1.9527 6.6426 2.9657 0.00
C 1.8621 5.1734 2.6367 0.00
C 1.1305 4.2265 3.3169 0.00
C 1.0586 2.9218 2.8762 0.00
N 1.6904 2.3888 1.8124 0.00
C 2.3784 3.3299 1.1203 0.00
C 2.4649 4.6547 1.4733 0.00
H 1.0182 6.9850 3.4334 0.00
H 2.1488 7.1956 2.0350 0.00
H 2.7461 6.7990 3.6892 0.00
H 0.5745 4.4393 4.2451 0.00
H 0.5610 2.2310 3.4631 0.00
H 2.9321 3.0161 0.2448 0.00
H 2.9558 5.2770 0.7507 0.00
C 2.3380 -1.7007 -3.5827 0.00
N 2.8967 -0.3728 -3.9055 0.00
C 4.3500 -0.4858 -3.5927 0.00
N 4.5854 -0.7600 -2.1793 0.00
C 3.9402 -2.0225 -1.8025 0.00
N 2.5268 -2.0826 -2.1835 0.00
C 1.7785 -1.1379 -1.3591 0.01
P 2.3283 0.6020 -1.4412 0.00
C 2.2046 0.7430 -3.3074 0.00
C 4.1817 0.3672 -1.3636 0.00
H 2.8329 -2.4222 -4.2177 0.00
H 1.2518 -1.7226 -3.7653 0.00
H 4.8430 0.4521 -3.8758 0.00
H 4.7043 -1.2928 -4.1959 0.00
H 4.0242 -2.1169 -0.7040 0.00
H 4.5262 -2.8088 -2.2273 0.00
H 1.7748 -1.5073 -0.3071 0.00
H 0.7619 -1.1337 -1.6833 0.01
H 2.6391 1.6875 -3.6199 0.00
H 1.1735 0.7081 -3.6295 0.00
H 4.5196 0.2232 -0.3442 0.00
H 4.6217 1.2754 -1.7353 0.00
C -2.1822 3.9463 0.4629 0.07
Si -1.9984 3.0255 -1.1322 0.09
C -0.3191 3.4293 -1.9288 0.00
C -3.5036 3.3839 -2.2740 0.00
Ge -1.8113 0.7006 -0.0786 0.39
Si -3.5569 -0.0776 1.3959 0.04
C -2.6765 0.0670 3.0532 0.01
C -5.1454 0.9248 1.1470 0.00
C -3.9204 -1.8738 0.8564 0.01
Si -2.6230 -0.3536 -2.7038 0.13
C -1.8535 -2.0389 -2.4910 0.06
C -4.4582 -0.1261 -2.5724 0.02
C -1.6985 0.5262 -4.0724 0.01
H -2.5501 4.9314 0.1741 0.01
H -1.2568 4.0740 1.0650 0.00
H -2.9454 3.5243 1.1007 0.00
H -0.3187 4.4906 -2.2705 0.00
H -0.1274 2.8276 -2.8036 0.00
H 0.5250 3.2234 -1.2324 0.00
H -3.5752 4.5104 -2.4127 0.00
H -4.4678 3.0799 -1.8421 0.00
H -3.4335 2.9130 -3.2680 0.00
H -2.6967 1.1377 3.3257 0.00
H -1.6191 -0.2428 2.9714 0.00
H -3.1370 -0.5367 3.8037 0.00
H -5.2292 1.8318 1.7761 0.00
H -5.9763 0.2388 1.3907 0.00
H -5.2334 1.1575 0.0901 0.00
H -3.0308 -2.5315 0.9847 0.00
H -4.2499 -1.9567 -0.1685 0.00
H -4.7000 -2.2595 1.4958 0.00
H -2.1832 -2.4965 -1.5524 0.00
H -0.7471 -2.0458 -2.5531 0.00
H -2.2069 -2.6003 -3.3548 0.01
H -4.9108 -0.8938 -1.9728 0.00
H -4.8774 -0.1325 -3.5901 0.00
H -4.7642 0.8042 -2.1555 0.00
H -0.6692 0.1675 -4.1609 0.00
H -1.6721 1.6053 -3.9547 0.00
H -2.2122 0.3740 -5.0620 0.00
```

No. 6
DFT (ωB97M-V with the def2-TZVPD basis set) results for a cluster of 11 separate species, C34H46N10O8S in total at a distorted geometry.

Output
Energy relative to the best compared isomer or geometry (same formula, charge and spin)   49.1 kcal per mole
Highest occupied orbital energy   -3.18 eV
Total charge   -2
Orbital gap   7.336 eV

XYZ file:
```
99
Properties=species:S:1:pos:R:3:lowdin_charge:R:1
S 18.3180 46.9590 8.1020 0.40
O 17.3980 47.3940 7.0590 -0.34
O 18.0440 45.6470 8.5380 -0.29
O 19.7410 47.1430 7.6510 -0.33
O 18.1260 47.9250 9.1630 -0.34
N 21.5030 48.9020 6.5410 -0.01
C 21.2190 50.3100 6.5150 -0.04
C 22.4640 50.9080 5.8930 -0.05
C 23.4210 49.6860 5.5420 -0.03
C 22.6490 48.4540 6.0550 -0.09
H 20.9220 48.2360 6.8600 0.01
H 20.3000 50.6400 6.8330 0.04
H 22.5800 51.8990 5.5950 0.02
H 24.4920 49.6690 5.1940 0.06
H 22.8120 47.6140 5.8580 -0.03
N 19.5890 49.1020 10.9250 -0.06
C 19.5220 49.3100 12.2780 -0.19
C 20.7450 49.9990 12.7360 -0.14
C 21.5870 50.0890 11.5530 -0.10
C 20.7630 49.5850 10.3570 -0.07
H 18.7250 48.6090 10.1760 0.12
H 18.6760 48.8070 12.8490 0.09
H 20.9600 50.4110 13.7460 0.07
H 22.5550 50.3690 11.7750 0.02
H 20.9360 49.5370 9.3690 0.02
N 17.4790 43.6330 7.2440 -0.03
C 17.0320 42.4010 7.4420 -0.16
C 16.8620 41.7680 6.0680 -0.11
C 16.8730 42.8730 5.0780 -0.09
C 17.5390 44.0120 5.8610 -0.10
H 17.7240 44.4080 8.1260 0.11
H 16.9230 41.9550 8.3660 0.05
H 16.7380 40.6340 5.8110 0.08
H 16.6900 42.8800 3.9730 0.08
H 17.8110 44.8740 5.5040 0.01
N 15.1900 47.3830 5.9150 0.00
C 14.4190 48.4220 5.5870 -0.14
C 13.0960 47.8620 5.1780 -0.10
C 13.2180 46.3550 5.1220 -0.10
C 14.6110 46.1130 5.5680 -0.13
H 16.2120 47.4240 6.3210 0.05
H 14.5160 49.3520 5.6550 0.00
H 12.1220 48.1810 4.6150 0.09
H 12.4340 45.5980 4.9440 0.07
H 15.1460 45.1180 5.5990 0.08
N 15.7370 48.5900 10.1450 -0.03
C 14.6570 49.0970 9.4190 -0.12
C 13.5490 49.1480 10.3130 -0.13
C 14.0110 48.6090 11.5770 -0.13
C 15.4260 48.1280 11.4270 -0.08
H 16.6420 48.3040 9.7430 0.06
H 14.7760 49.3410 8.4430 0.06
H 12.5720 49.6110 9.9700 0.10
H 13.4610 48.5870 12.6520 0.11
H 16.2600 47.6510 11.9500 0.08
N 17.9580 44.7240 10.8910 -0.04
C 18.3490 45.4290 12.0400 -0.15
C 18.3600 44.5930 13.2640 -0.11
C 17.9090 43.2530 12.7440 -0.08
C 17.7740 43.4100 11.1900 -0.11
H 17.9010 45.1070 9.8550 0.07
H 18.5860 46.5560 11.7100 0.12
H 18.5150 44.9680 14.3960 0.11
H 17.8480 42.4180 13.3380 0.01
H 17.6250 42.7470 10.3420 0.06
N 17.4400 50.0370 6.6540 -0.02
C 17.6310 50.8180 7.7930 -0.10
C 17.2780 52.2260 7.4120 -0.10
C 16.8260 52.1870 6.0310 -0.11
C 17.0290 50.7830 5.5010 -0.08
H 17.5210 49.0280 6.7350 0.04
H 17.7730 50.1580 8.7460 0.12
H 17.2810 53.0000 8.1290 0.05
H 16.5710 53.0710 5.4150 0.07
H 16.9360 50.3470 4.4500 0.10
N 21.4520 45.4770 6.8050 0.00
C 21.2470 44.7050 5.6330 -0.06
C 22.4140 43.7310 5.5800 -0.10
C 23.4690 44.2250 6.5040 -0.08
C 22.7290 45.3040 7.3990 -0.05
H 20.7770 46.1530 7.0700 0.01
H 20.3180 44.6920 5.1690 0.04
H 22.6800 43.0740 4.8690 0.01
H 24.4770 43.6710 6.4960 0.08
H 23.2020 45.7170 8.1760 0.03
C 18.8310 47.8300 4.2940 0.04
N 18.8640 48.5530 2.9980 -0.44
O 17.7700 48.9980 2.5360 -0.01
O 19.8720 48.8960 2.4960 0.08
H 19.4110 46.9870 4.0460 0.07
H 17.7440 47.7820 4.6900 0.11
H 19.5240 48.3750 5.0510 0.12
C 14.9580 45.5000 8.8190 0.05
N 13.7790 45.0040 9.5330 -0.41
O 13.2730 45.6160 10.3970 0.09
O 13.0550 44.0740 8.9820 -0.04
H 15.6900 44.8250 9.2890 0.09
H 15.0140 46.5010 8.9130 0.03
H 14.8760 45.0660 7.7000 0.13
```

Number 1: electronic energy -2806.9589 Ha. Number 2: electronic energy -1061.7203 Ha. Number 3: electronic energy -629.3881 Ha. Number 4: electronic energy -2857.7580 Ha. Number 5: electronic energy -4785.6207 Ha. Number 6: electronic energy -2870.1437 Ha.